Formula: C56H126F8N11O16S8
Source: the OMol25 dataset
Level of theory: the ωB97M-V functional and the def2-TZVPD basis

Each line ends with the Löwdin charge.
Element x y z (Å)
C: 2.6699 -5.1918 1.4150  -0.0571
C: 1.1391 -4.7214 0.9861  -0.1472
C: 0.4076 -5.7743 0.0894  -0.1108
N: -0.9578 -5.4090 -0.4965  -0.2467
C: -2.0104 -5.3898 0.6046  0.0436
C: -0.9563 -4.0600 -1.1733  -0.0905
C: -0.4757 -4.2668 -2.6623  -0.0996
C: -0.4838 -5.7705 -2.7749  -0.1574
C: -1.2317 -6.4061 -1.6288  -0.0840
H: 2.8470 -5.9665 2.1610  0.0684
H: 3.3851 -4.3733 1.4973  0.0437
H: 3.0856 -5.7341 0.5658  0.0592
H: 1.2988 -3.8460 0.3567  0.0851
H: 0.4324 -4.5066 1.7877  0.0938
H: 0.1448 -6.5897 0.7633  0.1284
H: 0.9276 -6.0876 -0.8159  0.1199
H: -1.9393 -4.5666 1.3155  0.0975
H: -1.8290 -6.3197 1.1436  0.1039
H: -2.9962 -5.5187 0.1576  0.1178
H: -2.0001 -3.7468 -1.1945  0.1100
H: -0.6789 -3.2161 -0.5416  0.1146
H: -1.1189 -3.6880 -3.3252  0.1005
H: 0.5351 -3.8590 -2.6618  0.0933
H: -1.1624 -6.1028 -3.5605  0.1213
H: 0.5020 -6.2332 -2.8237  0.1146
H: -2.3059 -6.5202 -1.7738  0.1275
H: -1.0278 -7.4347 -1.3310  0.1474
C: 0.6134 -0.9927 -4.2670  -0.0424
C: 0.5126 -0.7176 -5.8055  -0.2043
C: 1.8339 -0.8207 -6.5641  -0.1402
N: 1.7752 -0.7374 -8.0959  -0.1841
C: 1.1559 -2.0279 -8.8202  0.0791
C: 3.2472 -0.5111 -8.6819  -0.0189
C: 3.1633 0.5647 -9.8523  -0.1220
C: 1.7092 0.9506 -9.9354  -0.1628
C: 1.0903 0.4662 -8.6395  -0.1656
H: 0.9123 -2.0221 -4.0693  0.0671
H: -0.3321 -0.7929 -3.7628  0.0664
H: 1.4075 -0.3687 -3.8569  0.0461
H: 0.1386 0.2384 -6.1719  0.0947
H: -0.2544 -1.3422 -6.2635  0.1119
H: 2.4723 -1.6651 -6.3042  0.1399
H: 2.3715 0.0142 -6.1144  0.0985
H: 1.0500 -1.7866 -9.8778  0.1017
H: 0.1728 -2.2730 -8.4183  0.1063
H: 1.8126 -2.8867 -8.9594  0.1044
H: 3.5904 -1.4207 -9.1748  0.1283
H: 3.7948 0.0079 -7.8952  0.1122
H: 3.4923 0.3098 -10.8597  0.1244
H: 3.8361 1.3685 -9.5534  0.1118
H: 1.1891 0.4366 -10.7438  0.1190
H: 1.2965 1.9553 -10.0274  0.1351
H: 0.0268 0.3535 -8.8499  0.1474
H: 1.2071 1.2678 -7.9101  0.1320
C: 8.4325 0.0987 -1.0477  -0.0990
C: 7.3717 1.0693 -1.3918  -0.2234
C: 6.6306 0.5843 -2.6922  -0.1211
N: 5.5123 1.4887 -3.0476  -0.2375
C: 4.2404 1.2806 -2.1832  0.0475
C: 5.0378 1.1607 -4.4726  -0.1160
C: 4.2706 2.3959 -5.0618  -0.1335
C: 4.6240 3.5898 -4.1421  -0.0831
C: 5.8127 2.9828 -3.2870  -0.0479
H: 9.0452 0.2791 -0.1644  0.0961
H: 9.0190 0.0500 -1.9651  0.0875
H: 8.0138 -0.9044 -0.9657  0.0826
H: 7.7982 2.0411 -1.6403  0.1163
H: 6.6671 1.1988 -0.5703  0.1077
H: 6.0951 -0.3531 -2.5417  0.1373
H: 7.2853 0.3732 -3.5377  0.1392
H: 3.7147 2.1935 -1.9033  0.0997
H: 4.4889 0.8813 -1.1999  0.0956
H: 3.4902 0.6171 -2.6135  0.0870
H: 4.4630 0.2353 -4.4366  0.1160
H: 5.9320 0.9708 -5.0663  0.1273
H: 3.2524 2.0106 -5.0071  0.0799
H: 4.4027 2.6190 -6.1206  0.1154
H: 3.8094 3.8030 -3.4499  0.1026
H: 4.8868 4.4633 -4.7389  0.1276
H: 5.9800 3.4076 -2.2972  0.1296
H: 6.7917 2.9047 -3.7599  0.1412
C: 2.8253 -4.0909 5.0899  -0.0760
C: 3.5700 -2.9044 4.3676  -0.2229
C: 2.5859 -1.7816 3.9619  -0.0601
N: 3.2834 -0.3139 3.8487  -0.2108
C: 4.3259 -0.2877 2.6178  0.0861
C: 2.2190 0.7718 3.5932  -0.0669
C: 2.5705 2.0227 4.6174  -0.1139
C: 3.7459 1.5731 5.4030  -0.1571
C: 3.9359 0.0679 5.1522  -0.0934
H: 2.5949 -3.7982 6.1143  0.0716
H: 3.4766 -4.9648 5.0957  0.0841
H: 1.8248 -4.3163 4.7207  0.0681
H: 4.0852 -3.3585 3.5212  0.0838
H: 4.3937 -2.6187 5.0218  0.1068
H: 1.8395 -1.5948 4.7340  0.1171
H: 2.1225 -2.0294 3.0069  0.1181
H: 4.8866 0.6454 2.6731  0.1078
H: 3.7587 -0.3362 1.6882  0.0907
H: 4.8967 -1.1886 2.8427  0.0911
H: 2.0878 0.8022 2.5116  0.0591
H: 1.2465 0.4728 3.9843  0.1014
H: 2.8971 2.8158 3.9448  0.0741
H: 1.8278 2.3851 5.3282  0.1105
H: 4.5975 2.2163 5.1810  0.1287
H: 3.5573 1.7747 6.4575  0.1248
H: 4.9789 -0.1245 4.9006  0.1276
H: 3.5092 -0.5767 5.9208  0.1366
C: -5.3135 2.2251 2.6587  -0.0832
C: -4.3004 3.0494 3.3685  -0.2474
C: -2.9242 2.8516 2.6683  -0.0763
N: -1.8259 3.9281 3.0841  -0.1990
C: -1.5516 3.5226 4.5529  0.0185
C: -2.2992 5.3511 3.1264  -0.1040
C: -1.0843 6.2684 2.6372  -0.0865
C: 0.1931 5.3815 2.5269  -0.1148
C: -0.4838 4.0084 2.3333  -0.1017
H: -5.7915 2.9032 1.9518  0.0960
H: -6.0601 1.9064 3.3862  0.0912
H: -4.8659 1.3184 2.2518  0.0706
H: -4.2058 2.8082 4.4273  0.0954
H: -4.6621 4.0751 3.2952  0.1092
H: -3.0950 2.8362 1.5919  0.1137
H: -2.5004 1.8742 2.8987  0.1055
H: -0.8666 2.6756 4.5897  0.0816
H: -2.4220 3.5814 5.2064  0.1045
H: -0.9678 4.3468 4.9628  0.1074
H: -2.7724 5.6282 4.0684  0.1306
H: -3.1635 5.4410 2.4684  0.1194
H: -1.0910 7.0245 3.4223  0.1152
H: -1.4057 6.7636 1.7209  0.1149
H: 0.9304 5.3627 3.3294  0.1103
H: 0.6205 5.6211 1.5532  0.0871
H: 0.2285 3.2368 2.6257  0.1043
H: -0.8119 3.7140 1.3364  0.1067
C: -5.6886 1.7272 -1.9443  -0.0715
C: -4.4522 2.2660 -2.6278  -0.2359
C: -3.3873 3.0308 -1.8994  -0.1058
N: -2.1596 3.4753 -2.7489  -0.2079
C: -2.6311 4.4688 -3.7982  0.0330
C: -0.9689 4.0784 -1.8713  -0.0570
C: 0.2339 3.9074 -2.6967  -0.1952
C: 0.0178 2.9183 -3.7703  -0.1553
C: -1.3778 2.3177 -3.4543  -0.0489
H: -6.3218 0.9982 -2.4500  0.0958
H: -6.3133 2.4702 -1.4486  0.0829
H: -5.4015 0.9220 -1.2680  0.0606
H: -4.8464 2.8470 -3.4616  0.1087
H: -4.0034 1.3733 -3.0633  0.1143
H: -2.9349 2.3830 -1.1486  0.0844
H: -3.8506 3.8801 -1.3971  0.1391
H: -3.2492 3.7722 -4.3645  0.0886
H: -1.8265 4.7449 -4.4797  0.1060
H: -3.2960 5.2578 -3.4468  0.1204
H: -1.3052 5.0596 -1.5364  0.1445
H: -0.9343 3.3626 -1.0501  0.0917
H: 0.7993 4.7850 -3.0101  0.1356
H: 0.9120 3.4400 -1.9826  0.0988
H: -0.0179 3.4791 -4.7043  0.1099
H: 0.6811 2.0577 -3.8568  0.0975
H: -1.9812 2.0055 -4.3067  0.1380
H: -1.2515 1.5865 -2.6559  0.1102
C: -2.7904 -4.5474 8.8002  -0.0782
C: -3.1071 -3.0762 8.4429  -0.2099
C: -3.7307 -3.1008 6.9813  -0.0795
N: -3.6841 -1.6569 6.3752  -0.2168
C: -4.5585 -0.7197 7.1856  0.0479
C: -4.0391 -1.5867 4.8192  -0.0868
C: -3.1968 -0.6242 4.1302  -0.1695
C: -1.9118 -0.4979 4.9041  -0.1504
C: -2.1484 -1.1362 6.2669  -0.0504
H: -3.1294 -5.2550 8.0436  0.0734
H: -3.4086 -4.7100 9.6832  0.0852
H: -1.7169 -4.7299 8.8491  0.0800
H: -2.2127 -2.4535 8.4654  0.0866
H: -3.6328 -2.5593 9.2457  0.1057
H: -4.7098 -3.5609 6.8483  0.1439
H: -3.1008 -3.6434 6.2763  0.1194
H: -5.5431 -1.1864 7.1581  0.1274
H: -4.3200 0.1536 6.5786  0.0994
H: -4.0458 -0.5579 8.1338  0.0979
H: -5.1208 -1.5587 4.6886  0.1260
H: -3.8072 -2.6262 4.5872  0.1202
H: -3.6984 0.3275 4.3057  0.0992
H: -3.1837 -0.7130 3.0439  0.1153
H: -1.5601 0.5269 4.7848  0.0860
H: -1.1084 -1.0402 4.4056  0.1071
H: -1.9879 -0.4357 7.0865  0.1212
H: -1.4278 -1.9329 6.4520  0.1200
N: -6.3938 -3.0094 2.8314  -0.2671
S: -6.8525 -1.7968 1.7522  0.5994
O: -8.2161 -1.7860 1.3024  -0.2334
O: -5.8035 -1.0998 1.0215  -0.3017
F: -6.9884 -0.7309 2.9760  -0.2555
S: -5.4469 -3.7095 1.9170  0.3655
O: -4.1268 -3.1868 1.7823  -0.3095
O: -6.0954 -4.2961 0.7437  -0.2810
F: -5.2602 -5.0631 2.7262  -0.1968
N: 3.3982 4.9723 2.6037  -0.2607
S: 3.7931 6.3197 2.2529  0.3755
O: 2.8801 7.1567 1.5300  -0.2626
O: 5.2205 6.5415 2.0480  -0.2759
F: 3.7004 7.0307 3.7292  -0.2128
S: 3.4756 4.3929 1.0496  0.5706
O: 4.7274 4.4280 0.3401  -0.2647
O: 2.2697 4.6748 0.2605  -0.3083
F: 3.2675 2.8405 1.4685  -0.2278
N: -1.3385 1.1431 0.1663  -0.2177
S: -1.8540 -0.2535 -0.0372  0.2934
O: -2.0382 -1.1833 1.0302  -0.2497
O: -1.6077 -0.7226 -1.3522  -0.2682
F: -3.3582 0.1696 -0.2286  -0.1651
S: 0.3408 0.5712 0.2435  0.6437
O: 1.0123 0.7825 -1.0791  -0.3147
O: 0.8308 -0.4110 1.1577  -0.2807
F: 0.9369 1.8657 1.0193  -0.2424
N: -3.6850 -3.5521 -4.0674  -0.2787
S: -4.1801 -2.4064 -3.2344  0.4388
O: -3.7993 -2.2871 -1.8314  -0.3004
O: -5.3860 -1.7515 -3.7548  -0.2807
F: -2.9899 -1.5058 -3.9006  -0.2719
S: -4.8672 -4.6800 -3.5945  0.6282
O: -5.7791 -5.1125 -4.6726  -0.2765
O: -5.2771 -4.7949 -2.2265  -0.2599
F: -3.7775 -5.9409 -3.7168  -0.2672

Output
E_LUMO	-5.88	eV
Kohn-Sham gap	7.17	eV
electronic energy	-217648.22166	eV
maximum force	14.62	eV/A
spin multiplicity	1
total charge	+3
molecular weight	1618.205	g mol⁻¹